Record 1
{"formula": "C5H8N2S", "method": "wB97M-V/def2-TZVPD", "total_energy_ha": -702.80547, "charge": 0, "elements": ["C", "C", "C", "C", "C", "H", "H", "H", "H", "H", "H", "H", "H", "N", "N", "S"], "xyz": [[-0.35533, -1.60699, 2.32598], [-0.14262, -1.00480, 0.83593], [1.02188, -1.15441, 0.20900], [1.36351, -0.42568, -1.15860], [-0.75461, 1.29296, -0.86961], [0.01533, -2.83705, 2.29253], [-1.73957, -1.58390, 2.60401], [0.18494, -0.56731, 3.00281], [1.82895, -1.82404, 0.62505], [2.14723, -1.05081, -1.60184], [0.23924, -0.51710, -1.67127], [2.27248, 1.54096, -1.58167], [-1.62395, 1.79401, -1.13996], [1.49304, 1.15491, -1.00705], [0.37668, 1.76514, -1.34826], [-1.45061, 0.12490, 0.36883]], "forces_ev_per_angstrom": [[-2.0, 1.1, -0.6], [-0.2, -0.4, 2.2], [1.2, 0.4, -1.2], [-4.1, 0.0, 1.8], [1.9, 0.2, 0.2], [-0.8, 4.1, 0.8], [4.6, -0.1, -0.8], [-1.6, -4.1, -1.5], [-1.1, 0.8, -0.3], [0.0, 1.1, -0.4], [3.3, 0.0, 0.4], [-0.9, -0.7, 0.5], [-1.2, 1.2, -0.8], [2.9, -3.1, -0.7], [-4.0, -0.3, 1.2], [2.0, -0.1, -0.7]]}

***

Record 2
{"formula": "C5H8N2S", "method": "wB97M-V/def2-TZVPD", "total_energy_ha": -702.84259, "charge": 0, "elements": ["C", "C", "C", "C", "C", "N", "N", "S", "H", "H", "H", "H", "H", "H", "H", "H"], "xyz": [[2.21087, 0.77887, -1.30390], [2.59583, 1.97919, -0.78248], [0.78855, 0.71463, -1.46374], [0.05009, 1.92081, -1.07479], [-1.00240, -0.47449, 0.92208], [0.06221, -0.31197, -1.74747], [-2.17804, 0.36289, 0.96862], [1.24034, 3.05777, -0.60520], [2.85219, -0.12049, -1.25742], [3.64043, 2.30204, -0.71610], [-0.24666, 0.06725, 1.65821], [-1.29029, -1.38623, 1.50400], [-0.77117, -0.85526, -0.09122], [0.57775, -1.16909, -1.85934], [-2.98942, -0.19375, 0.54298], [-1.97451, 1.19227, 0.43109]], "forces_ev_per_angstrom": [[2.0, 0.4, 1.8], [1.1, -1.4, -1.7], [-1.2, -1.3, 0.0], [0.2, 2.0, 0.1], [-0.1, -0.8, 3.0], [-0.1, 1.1, -0.2], [-1.7, -1.1, -0.8], [-1.5, -0.8, -0.2], [-0.3, 0.7, -0.6], [-0.5, -0.1, 0.5], [-0.6, -1.2, -2.3], [0.4, 0.4, -0.3], [0.6, 0.6, 0.8], [0.7, -0.4, -0.3], [1.5, 1.6, 0.6], [-0.5, 0.2, -0.4]]}

***

Record 3
{"formula": "C5H8N2S", "method": "wB97M-V/def2-TZVPD", "total_energy_ha": -702.82638, "charge": 0, "elements": ["C", "C", "C", "C", "C", "N", "N", "S", "H", "H", "H", "H", "H", "H", "H", "H"], "xyz": [[1.83129, -0.48305, 1.40643], [1.72702, -1.01118, 0.08879], [-0.22990, 0.06695, 0.54929], [-2.19103, 1.92963, 0.27575], [-0.16161, -1.07119, -1.62633], [0.32703, -0.67409, -0.38225], [0.64293, 0.18532, 1.55110], [2.75979, -2.04465, -0.78614], [2.60257, -0.25802, 2.00822], [-2.19082, 1.95782, -0.74965], [-2.99113, 1.42349, 0.74373], [-1.79746, 2.78596, 0.71860], [0.22040, -2.05253, -1.89868], [-1.21947, -1.21163, -1.50606], [0.12245, -0.45544, -2.60070], [0.54794, 0.91262, 2.20790]], "forces_ev_per_angstrom": [[-3.6, 0.1, -4.5], [-0.2, -1.4, -0.6], [-2.7, 0.3, -0.8], [-0.3, -0.2, 0.8], [-0.2, -0.4, -3.3], [4.7, 0.3, 2.6], [1.5, -0.3, 0.6], [-0.7, 1.0, 0.8], [2.7, 0.0, 1.9], [0.1, -0.2, -2.3], [-0.5, -0.5, 0.5], [0.7, 1.2, 1.0], [0.2, -0.2, 0.3], [-0.6, 0.4, -0.4], [-0.6, -0.6, 2.4], [-0.5, 0.5, 1.0]]}

***

Record 4
{"formula": "C5H8N2S2", "method": "wB97M-V/def2-TZVPD", "s2": 2.020, "total_energy_ha": -1100.96487, "charge": 0, "multiplicity": 3, "elements": ["C", "C", "C", "C", "C", "N", "N", "S", "S", "H", "H", "H", "H", "H", "H", "H", "H"], "xyz": [[-0.23527, -2.45009, -2.11936], [-0.41332, -0.74197, -0.89525], [1.30388, 0.11768, 1.32852], [-1.04883, 1.24747, 0.93556], [0.21602, 0.69141, 0.35459], [0.43590, -1.63998, -1.39937], [-1.68631, -0.79843, -1.17464], [-1.94834, -2.09364, -2.13862], [1.18260, 1.87905, -0.73920], [0.11810, -3.16735, -2.72122], [0.92588, -0.46022, 2.06474], [1.62650, 1.01655, 1.78466], [2.19859, -0.42050, 1.00012], [-0.69354, 1.90979, 1.67249], [-1.67828, 0.58343, 1.62161], [-1.62500, 1.60237, 0.15859], [1.32140, 2.72444, 0.26677]], "forces_ev_per_angstrom": [[-0.8, -0.9, -0.4], [7.3, 2.2, 3.1], [-0.3, 1.4, -2.3], [0.7, -2.4, 2.2], [0.8, -4.2, -2.9], [1.1, 3.3, 2.7], [-5.3, -0.1, -1.2], [-2.2, 1.0, 0.5], [-1.2, -0.9, -0.1], [1.5, -2.5, -2.0], [-1.8, -2.0, 2.4], [0.7, 0.9, 0.8], [-0.5, 0.4, -1.0], [0.1, 1.9, 0.6], [0.9, 0.0, -1.4], [-1.4, 1.3, -1.3], [0.1, 0.5, 0.3]]}

***

Record 5
{"formula": "C5H8N3", "method": "wB97M-V/def2-TZVPD", "total_energy_ha": -359.27641, "charge": 1, "smiles": "C[C@H](C#N)/C=N\\C=[NH2+]", "elements": ["C", "C", "C", "C", "C", "N", "N", "N", "H", "H", "H", "H", "H", "H", "H", "H"], "xyz": [[0.22536, 0.42947, 1.11794], [-0.88758, -0.83275, -0.67293], [0.66062, 1.49851, -0.95198], [-0.64099, -0.83920, 0.80877], [0.20792, -2.07620, 1.15173], [0.68631, 1.19401, 0.28540], [-1.01468, -0.90292, -1.79967], [-0.08917, 2.35808, -1.58446], [0.54269, 0.67299, 2.24870], [-1.53192, -0.93348, 1.33618], [-0.05228, -2.80457, 0.37943], [-0.04823, -2.48444, 2.14121], [1.26681, -1.76220, 1.05327], [1.54276, 1.06119, -1.56817], [0.21381, 2.74544, -2.53808], [-1.08142, 2.67606, -1.40735]], "forces_ev_per_angstrom": [[-1.0, -1.5, 4.6], [0.0, -0.2, 2.6], [2.4, -0.4, -3.4], [2.2, 1.0, -1.9], [0.4, 0.1, -0.3], [-0.2, 1.1, -0.1], [-0.1, 0.2, -1.5], [-1.5, 1.9, -2.4], [-0.8, -1.0, -2.5], [-1.7, 0.6, 0.9], [0.4, -0.2, 0.4], [0.4, 0.3, -0.4], [-0.4, -0.8, 0.2], [-1.4, 1.0, 1.0], [-0.3, -1.3, 2.0], [1.8, -0.7, 0.7]]}

***

Record 6
{"formula": "C5H8N3O", "method": "wB97M-V/def2-TZVPD", "total_energy_ha": -434.47159, "charge": 1, "smiles": "Cc1c[n+](=O)nc(C)[nH]1", "elements": ["C", "C", "C", "C", "C", "N", "N", "N", "O", "H", "H", "H", "H", "H", "H", "H", "H"], "xyz": [[-1.73321, -1.21894, -0.33570], [-1.09883, -0.00535, -0.12713], [0.88100, -1.18583, 0.07955], [-1.80159, 1.25731, -0.41554], [2.41101, -1.19980, 0.10228], [0.31939, -2.35567, -0.08015], [0.25973, -0.00821, 0.14176], [-1.01751, -2.41188, -0.25624], [-1.55369, -3.50309, -0.28027], [-2.75658, -1.43417, -0.38749], [-1.65850, 1.99522, 0.42127], [-2.88241, 1.03616, -0.61534], [-1.26326, 1.60637, -1.31104], [2.99053, -0.45078, -0.66427], [2.75571, -2.11143, -0.12153], [2.79767, -0.97286, 1.12043], [0.62596, 0.92094, 0.56982]], "forces_ev_per_angstrom": [[1.7, 0.2, 0.6], [-0.3, -1.8, -0.4], [2.9, -0.3, -0.2], [-0.2, 0.4, 0.8], [0.1, 4.8, 0.2], [0.0, 0.0, -0.5], [-2.0, 2.3, 0.8], [0.0, -0.2, 1.0], [0.4, 1.2, -0.2], [-1.4, 0.4, -0.5], [-0.3, -0.5, -0.9], [1.1, 0.6, 0.1], [-0.6, 0.4, 0.1], [-2.0, -1.5, 1.8], [1.0, -3.6, -0.9], [-0.4, 0.1, -0.6], [-0.1, -2.4, -1.3]]}